A cluster of 2 separate species, C4H11N3O2 in total in a non-equilibrium geometry. Source: the Open Molecules 2025 dataset; level of theory: ωB97M-V/def2-TZVPD.

Values from the calculation:
- DFT total energy (eV) = -12892.1947
- gap between HOMO and LUMO (eV) = 9.71
- energy above the lowest of the compared OMol25 structures with the same formula, charge and spin (kcal per mole) = 14.7
- structure (SMILES) = CN=C(N)N.CC(=O)O

Each line ends with the natural charge from an NBO analysis.
CARTESIAN COORDINATES (ANGSTROEM)
C 0.2279 1.9627 0.7758  -0.434
N 0.7253 0.6151 1.0105  -0.569
C 1.4953 0.0528 0.1418  0.573
N 1.6950 0.3682 -1.1564  -0.848
N 2.0955 -1.1153 0.4517  -0.828
H -0.7994 2.0201 1.1500  0.202
H 0.1896 2.2446 -0.2808  0.159
H 0.8235 2.7036 1.3148  0.194
H 2.4596 -0.1655 -1.5564  0.395
H 1.7874 1.3686 -1.3017  0.390
H 1.8718 -1.3669 1.4102  0.392
H 1.7888 -1.8685 -0.1608  0.391
C -2.3864 -1.0612 0.5098  -0.725
C -1.3052 -0.9334 -0.5166  0.814
O -0.5725 -1.8517 -0.8806  -0.637
O -1.4536 0.1818 -1.2916  -0.692
H -1.9423 -1.4446 1.4323  0.246
H -2.8398 -0.0880 0.7182  0.232
H -3.1556 -1.7479 0.1520  0.246
H -0.7050 0.1253 -1.9222  0.501

Cartesian forces, eV/Å:
C -0.1636 -0.4033 -0.1737
N 0.8604 0.3982 -0.2508
C -1.9737 0.5000 1.5751
N 0.4425 1.4324 -1.6106
N 0.6079 -2.1671 1.0840
H 0.1588 0.0715 -0.0209
H -0.0346 0.1188 -0.0726
H 0.0133 -0.0380 0.0258
H -0.1134 0.3892 -0.0157
H -0.0630 -0.2723 -0.3438
H 0.0387 0.0081 -0.1812
H 0.1618 0.0707 -0.0205
C 0.3896 0.5670 0.7711
C -0.4172 -1.4760 -2.2026
O -0.5656 1.4612 1.0355
O 0.8752 -0.5154 0.4924
H -0.1737 -0.0727 -0.1456
H 0.0580 -0.1996 -0.0646
H 0.2012 -0.0009 -0.0538
H -0.3025 0.1281 0.1724